# C18H25F4NO18

8 unconnected molecules or ions with the total composition C18H25F4NO18 (ωB97M-V/def2-TZVPD, the Open Molecules 2025 dataset).

Properties
E_LUMO in eV: 4.1
DFT total energy in eV: -68290.948
Energy relative to the best compared isomer or geometry (same formula, charge and spin) in kcal/mol: 0.0

The geometry in ORCA input format:
```
! wB97M-V def2-TZVPD RIJCOSX def2/J DEFGRID3
* xyz -2 1
N -0.05 0.81 -0.05
H -1.04 0.83 -0.30
H -0.02 1.02 0.99
H 0.38 1.55 -0.62
H 0.43 -0.08 -0.26
C -0.90 0.59 4.45
C 0.13 1.50 3.75
O 1.07 1.96 4.39
O -0.15 1.77 2.53
H -0.68 -0.41 4.08
H -1.88 0.86 4.07
H -0.74 0.55 5.53
C -0.41 4.43 -3.08
C 0.78 3.89 -2.26
O 0.89 4.23 -1.07
O 1.48 3.04 -2.89
H -0.06 4.79 -4.05
H -1.03 5.20 -2.62
H -1.15 3.63 -3.20
C 4.47 -1.02 -0.03
C 3.06 -0.44 -0.02
O 2.03 -1.08 -0.40
O 2.98 0.72 0.41
H 4.96 -1.05 -1.01
H 4.46 -2.02 0.40
H 5.14 -0.36 0.52
C -0.46 -2.63 -2.32
C -1.78 -3.18 -2.82
O -2.49 -2.03 -3.15
C -2.01 -1.00 -2.39
O -2.49 0.07 -2.25
O -0.82 -1.36 -1.83
F -2.47 -3.81 -1.80
H 0.25 -2.54 -3.15
H 0.01 -3.31 -1.61
H -1.70 -3.87 -3.65
C -4.55 2.27 3.21
C -4.49 0.75 3.44
O -3.65 0.28 2.45
C -3.45 1.25 1.50
O -2.92 1.07 0.46
O -3.82 2.45 2.00
F -5.74 0.18 3.38
H -3.96 2.75 3.99
H -5.56 2.65 3.11
H -4.04 0.48 4.40
C 2.37 0.05 -3.36
C 2.15 0.59 -4.77
O 1.48 -0.49 -5.40
C 1.79 -1.63 -4.76
O 1.51 -2.73 -5.14
O 2.43 -1.37 -3.62
F 3.36 0.78 -5.39
H 1.59 0.25 -2.63
H 3.31 0.47 -3.00
H 1.58 1.51 -4.88
C 1.59 -1.48 2.86
C 1.03 -2.73 2.22
O 0.05 -3.13 3.14
C 0.36 -2.61 4.37
O -0.22 -2.86 5.37
O 1.42 -1.80 4.27
F 1.97 -3.71 2.06
H 0.98 -0.61 2.62
H 2.64 -1.37 2.61
H 0.62 -2.48 1.24
*
```

Atomic partial charges in e from the Löwdin method, atoms 1 to 6: atom 1 (N): 0.2901, atom 2 (H): 0.0678, atom 3 (H): 0.0775, atom 4 (H): 0.1220, atom 5 (H): 0.0649, atom 6 (C): -0.0006


# C18H25FeN2O10S2Si

A molecular structure, C18H25FeN2O10S2Si (ωB97M-V/def2-TZVPD, the Open Molecules 2025 dataset).

Properties
E_LUMO (alpha / beta) in eV: 4.6 / 4.6
DFT total energy in eV: -106467.230
Energy relative to the best compared isomer or geometry (same formula, charge and spin) in kcal/mol: 15.7

The geometry in ORCA input format:
```
! wB97M-V def2-TZVPD RIJCOSX def2/J DEFGRID3
* xyz -2 2
Fe 0.38 0.39 -0.26
C 2.41 -1.52 2.31
Si 1.83 0.29 2.55
C 1.48 0.39 4.41
C 3.52 1.14 2.46
N 0.30 0.17 1.62
C -0.98 0.41 2.02
C -1.43 0.88 3.27
C -2.78 0.98 3.59
C -3.76 0.64 2.67
C -3.37 0.23 1.40
C -2.03 0.16 1.10
O -1.55 -0.23 -0.16
C -2.40 -0.21 -1.25
C -2.68 -1.42 -1.86
C -3.52 -1.44 -2.96
C -4.05 -0.25 -3.45
C -3.73 0.96 -2.83
C -2.90 0.99 -1.73
H 2.71 -1.93 3.29
H 3.30 -1.59 1.67
H 1.64 -2.16 1.90
H 2.39 0.05 4.91
H 0.66 -0.26 4.73
H 1.27 1.41 4.75
H 4.19 0.49 3.04
H 3.51 2.14 2.90
H 3.91 1.22 1.44
H -0.70 1.19 4.00
H -3.06 1.34 4.57
H -4.81 0.72 2.92
H -4.10 -0.01 0.64
H -2.20 -2.31 -1.47
H -3.73 -2.37 -3.46
H -4.70 -0.26 -4.31
H -4.12 1.89 -3.23
H -2.60 1.91 -1.25
O 1.30 2.69 1.87
S 1.29 2.65 0.41
O 1.74 3.85 -0.22
O -0.10 2.21 -0.08
O 2.04 1.39 -0.08
N 3.58 -0.90 -1.15
C 3.03 -2.23 -1.16
C 1.51 -2.44 -1.00
O 1.07 -3.57 -1.23
O 0.77 -1.47 -0.61
H 3.19 -0.36 -1.92
H 3.31 -0.40 -0.31
H 3.48 -2.83 -0.36
H 3.29 -2.73 -2.09
C -0.22 -0.59 -4.45
S 0.77 0.62 -3.59
O 0.56 1.88 -4.27
O 2.12 0.11 -3.61
O 0.15 0.59 -2.24
H 0.14 -0.65 -5.47
H -1.26 -0.28 -4.43
H -0.10 -1.55 -3.94
*
```

Atomic partial charges in e from the Löwdin method, atoms 1 to 6: atom 1 (Fe): 0.6771, atom 2 (C): -0.1678, atom 3 (Si): 0.4819, atom 4 (C): -0.1948, atom 5 (C): -0.1884, atom 6 (N): -0.0991


# C18H25MoN7O5PSe

A molecular structure, C18H25MoN7O5PSe (ωB97M-V/def2-TZVPD, the Open Molecules 2025 dataset).

Properties
E_LUMO (alpha / beta) in eV: -10.7 / -10.7
DFT total energy in eV: -116207.462

The geometry in ORCA input format:
```
! wB97M-V def2-TZVPD RIJCOSX def2/J DEFGRID3
* xyz 3 1
Mo 1.48 -0.17 0.62
O 0.19 -1.97 -2.94
C 0.47 -1.65 -1.73
O 1.08 -0.61 -1.40
C 0.06 -2.57 -0.65
C -0.55 -3.81 -0.74
C -0.77 -4.51 0.45
C -0.37 -3.96 1.66
C 0.24 -2.72 1.65
N 0.44 -2.05 0.52
C 0.78 -1.97 2.82
O 0.77 -2.22 3.96
O 1.38 -0.77 2.30
H 0.52 -1.33 -3.60
H -0.83 -4.21 -1.70
H -1.25 -5.48 0.42
H -0.52 -4.49 2.60
Se 3.76 3.06 0.65
N 5.37 2.39 0.53
C 5.30 1.07 0.38
C 6.35 0.11 0.25
C 5.98 -1.20 0.14
C 4.62 -1.60 0.15
N 3.62 -0.74 0.27
C 3.98 0.57 0.39
N 2.98 1.43 0.52
H 7.39 0.42 0.25
H 6.73 -1.97 0.04
H 4.36 -2.65 0.06
C -1.61 3.08 1.93
N -2.27 2.05 1.11
C -3.74 2.12 1.17
P -1.50 1.28 -0.09
O -0.04 1.06 0.45
N -2.30 -0.12 -0.36
C -2.83 -0.90 0.76
C -2.81 -0.56 -1.66
N -1.34 2.03 -1.52
C -0.11 2.72 -1.94
C -2.56 2.66 -2.07
H -1.92 2.96 2.97
H -1.89 4.08 1.60
H -0.53 2.97 1.88
H -4.08 1.88 2.18
H -4.20 1.43 0.47
H -4.08 3.13 0.92
H -2.44 -0.53 1.71
H -2.56 -1.95 0.64
H -3.92 -0.85 0.80
H -2.31 -0.02 -2.47
H -3.88 -0.41 -1.74
H -2.62 -1.63 -1.78
H 0.77 2.16 -1.62
H -0.06 3.74 -1.53
H -0.10 2.79 -3.02
H -3.45 2.12 -1.75
H -2.52 2.62 -3.16
H -2.64 3.70 -1.75
*
```

Atomic partial charges in e from the Löwdin method, atoms 1 to 6: atom 1 (Mo): 1.7933, atom 2 (O): 0.2539, atom 3 (C): -0.3975, atom 4 (O): -0.0512, atom 5 (C): -0.1578, atom 6 (C): 0.0817


# C18H25N3O2

C18H25N3O2 in the gas phase (ωB97M-V/def2-TZVPD, the Open Molecules 2025 dataset).

Properties
E_LUMO in eV: 0.6
DFT total energy in eV: -27634.438
Energy relative to the best compared isomer or geometry (same formula, charge and spin) in kcal/mol: 112.1

The geometry in ORCA input format:
```
! wB97M-V def2-TZVPD RIJCOSX def2/J DEFGRID3
* xyz 0 1
O -1.98 1.76 -0.59
O -0.34 3.16 -0.01
C -0.90 2.01 -0.13
C 4.38 -0.18 -1.69
C 3.11 0.21 -2.26
C 4.64 -0.02 -0.34
C 2.22 0.78 -1.40
C 3.61 0.50 0.51
C 2.32 0.95 -0.03
N -3.30 -3.71 -0.99
N -4.02 -2.50 0.73
N -0.14 0.92 0.29
C -4.24 -3.79 0.10
C 0.51 3.28 2.45
C 2.02 3.73 0.50
C -0.37 -1.08 -0.95
C -1.39 -2.07 -1.58
C -2.06 -0.70 0.93
C -0.67 -0.44 0.38
C -2.21 -2.84 -0.52
C -2.97 -1.72 0.14
C 0.81 2.92 0.86
C 1.13 1.38 0.83
H 5.12 -0.69 -2.32
H 2.85 0.09 -3.26
H 5.61 -0.20 0.02
H 1.40 1.18 -1.89
H 3.74 0.55 1.65
H -3.78 -3.34 -1.81
H -3.80 -2.59 1.71
H -3.97 -4.58 0.81
H -5.29 -3.86 -0.35
H -0.11 2.60 2.97
H 1.49 3.48 2.86
H 0.02 4.26 2.68
H 2.45 3.59 -0.46
H 1.85 4.78 0.57
H 2.71 3.49 1.30
H -0.31 -0.24 -1.69
H 0.63 -1.57 -0.90
H -0.79 -2.73 -2.12
H -1.98 -1.58 -2.30
H -1.98 -1.16 1.96
H -2.45 0.27 1.01
H -0.07 -0.92 1.05
H -1.42 -3.27 0.09
H -3.49 -1.08 -0.56
H 1.38 0.98 1.78
*
```

Atomic partial charges in e from the Löwdin method, atoms 1 to 6: atom 1 (O): 0.1132, atom 2 (O): 0.1541, atom 3 (C): -0.5743, atom 4 (C): -0.0691, atom 5 (C): -0.0398, atom 6 (C): -0.0943